Record 1
Density functional theory data (wB97M-V/def2-TZVPD) for one molecule with the formula C2H4N4 in a non-equilibrium geometry.

Results
* Kohn-Sham gap: 8.01 eV
* strongest force on any atom: 6.40 eV Å⁻¹
* E: -297.5377 Eh
* structure (SMILES): N#CN=C(N)N
* energy relative to the best compared isomer or geometry (same formula, charge and spin): 2.901 eV
* HOMO level: -8.10 eV
* LUMO energy: -0.08 eV

Each line ends with the natural charge from an NBO analysis.
CARTESIAN COORDINATES (ANGSTROEM)
N (0.66233, 1.36076, 0.45225)  -0.653
N (-0.56839, -1.04751, 0.29636)  -0.765
H (-0.78304, -0.69657, 1.20053)  0.437
C (0.03969, -0.08269, -0.41172)  0.673
H (-1.20787, -1.62535, -0.23804)  0.394
H (0.98915, 0.48677, -2.00067)  0.447
C (0.57755, 1.24819, 1.73089)  0.341
N (0.56134, 1.01932, 2.89066)  -0.484
N (0.25666, -0.16097, -1.69533)  -0.798
H (-0.52743, -0.50196, -2.22494)  0.408

=====

Record 2
Density functional theory data (wB97M-V/def2-TZVPD) for C18H26BiBr2N3O3S as an isolated structure in a non-equilibrium geometry.

Results
* Kohn-Sham gap: 6.56 eV
* strongest force on any atom: 2.57 eV Å⁻¹
* E: -6851.7368 Eh
* energy relative to the best compared isomer or geometry (same formula, charge and spin): 0.069 eV
* HOMO level: -13.44 eV
* LUMO energy: -6.88 eV
* net charge: +2

Each line ends with the natural charge from an NBO analysis.
CARTESIAN COORDINATES (ANGSTROEM)
N (-3.50193, 3.87228, 13.11666)  -0.431
S (-2.25962, 4.65702, 15.35497)  -0.253
H (0.36042, 5.59797, 13.61916)  0.232
N (-4.34358, 3.13764, 17.61738)  -0.571
C (-4.83484, 4.42374, 13.49478)  -0.410
C (-1.38882, 4.85470, 11.38065)  -0.419
Br (-6.32415, 2.37172, 22.48155)  0.155
H (-4.63840, 5.29724, 14.10331)  0.228
H (-4.27323, 0.39016, 22.04678)  0.267
H (-3.86817, 3.58571, 11.00554)  0.223
H (0.36554, 3.50173, 16.18470)  0.203
O (-0.52139, 1.22127, 15.31369)  -0.591
O (-2.91796, 0.82790, 17.75403)  -0.843
C (-5.27392, 1.93377, 20.99636)  -0.078
C (-1.01412, 2.76612, 18.87227)  -0.256
H (-0.78412, 1.78238, 19.28938)  0.212
H (0.48232, -0.34230, 14.31270)  0.218
C (-3.45681, 0.65894, 20.05724)  -0.135
C (-0.51776, 0.01744, 14.53274)  -0.269
H (-2.58528, 2.56610, 11.85463)  0.213
H (-5.40465, 4.74755, 12.61497)  0.236
C (-5.94221, 4.68993, 18.53531)  -0.261
C (0.57206, 1.33857, 16.18021)  -0.101
Bi (-2.84017, 2.13501, 16.08148)  1.886
H (-6.43122, 5.60977, 18.39657)  0.253
H (-0.63649, 5.64339, 11.18123)  0.243
C (-5.04833, 4.23363, 17.52787)  0.108
H (0.59160, 0.54866, 16.94933)  0.206
N (-1.29735, 4.61394, 12.85460)  -0.373
C (-2.35220, 4.33432, 13.63585)  0.382
O (-0.95992, 2.69361, 17.46943)  -0.604
H (-1.99864, 3.10289, 19.14488)  0.201
H (-4.88607, 4.83317, 16.65749)  0.216
H (-4.42387, 2.35894, 12.03879)  0.227
H (1.54935, 1.34689, 15.66749)  0.216
Br (-2.05362, -0.56986, 20.36502)  0.134
H (-0.99359, 0.30733, 13.60448)  0.196
C (-4.42446, 2.37298, 18.72669)  0.080
C (-3.59515, 3.02804, 11.86974)  -0.402
H (0.20292, 3.92709, 14.29758)  0.216
C (-3.60354, 1.22697, 18.81968)  0.320
H (-6.65335, 4.25191, 20.53518)  0.260
H (-5.36306, 3.68008, 14.03601)  0.202
C (-6.08342, 3.92275, 19.66357)  -0.048
H (1.09119, 2.80229, 17.64027)  0.228
C (-4.32983, 0.92700, 21.10644)  -0.212
H (-1.15540, 3.97594, 10.78470)  0.225
C (-5.27960, 2.73789, 19.84434)  -0.102
H (-2.32373, 5.25389, 11.09265)  0.226
H (0.72379, 4.20830, 12.58836)  0.229
C (0.07625, 4.60363, 13.39413)  -0.413
H (-1.06136, -0.81837, 15.01780)  0.207
C (0.34401, 2.65794, 16.86612)  -0.086
H (-0.33675, 3.54078, 19.21344)  0.210

=====

Record 3
Density functional theory data (wB97M-V/def2-TZVPD) for C30H75N5NaO14SSn as an isolated structure in a non-equilibrium geometry.

Results
* Kohn-Sham gap: 2.97 eV
* strongest force on any atom: 3.55 eV Å⁻¹
* E: -3289.1978 Eh
* HOMO level: -10.00 eV
* LUMO energy: -7.03 eV
* net charge: +1

Each line ends with the Mulliken charge.
CARTESIAN COORDINATES (ANGSTROEM)
H (-35.05707, 28.43308, -6.96205)  0.119
H (-33.78398, 27.90147, -5.14932)  0.281
C (-34.43260, 33.50901, -2.62453)  -0.584
O (-39.42764, 27.01770, -1.68306)  -0.331
O (-38.79806, 30.76906, -5.22177)  -0.512
H (-44.22331, 30.27513, -7.58512)  0.309
H (-35.03423, 32.61601, -2.45511)  0.262
H (-42.36459, 35.29559, -8.05120)  0.302
H (-45.83961, 23.66148, -3.17370)  0.260
H (-39.00995, 29.14853, -1.93886)  0.285
H (-36.31421, 35.57510, -11.16280)  0.250
H (-36.18358, 32.56245, -8.49235)  0.403
H (-38.50933, 28.61619, -8.44853)  0.347
H (-47.34159, 30.08348, -2.43150)  0.458
S (-40.21091, 31.05179, -4.91104)  0.882
C (-35.82977, 35.57824, -10.18637)  -0.476
H (-33.19429, 25.28105, -4.70895)  0.382
C (-40.31701, 33.97763, -9.45880)  -0.403
H (-41.33008, 26.73255, -4.36096)  0.117
C (-33.90542, 27.08168, -5.85734)  -0.746
H (-38.26280, 28.35109, -0.61328)  0.285
C (-48.15834, 32.60551, -3.24678)  -0.766
H (-42.36746, 36.59937, -9.10064)  0.368
C (-35.08384, 26.65771, -7.89675)  -0.793
H (-48.07622, 33.68601, -3.12879)  0.231
C (-38.70799, 27.54921, -8.34765)  -0.728
O (-35.07072, 25.85991, -3.98748)  -0.272
H (-38.42890, 36.08573, -6.50135)  -0.098
C (-43.31341, 25.02521, -5.02777)  -0.326
H (-36.24792, 33.96321, -7.49625)  -0.093
C (-34.10907, 25.77729, -5.03305)  -0.448
H (-41.34592, 27.65166, -2.15109)  0.436
O (-41.18443, 35.09271, -9.68808)  -0.427
H (-45.60403, 23.66121, -4.90305)  0.315
C (-45.74230, 29.85273, -3.81836)  -0.713
H (-36.61750, 35.63596, -9.43520)  0.072
H (-34.71245, 31.59827, -4.37378)  0.303
C (-40.60706, 36.51944, -7.67921)  -0.325
H (-33.33076, 33.67438, -6.18393)  0.263
H (-46.56463, 31.49122, -10.36112)  0.252
H (-45.93754, 32.61503, -9.09697)  0.314
N (-34.99551, 27.46170, -6.69236)  0.083
H (-36.06594, 38.39867, -4.62099)  0.283
H (-39.97397, 28.62856, -0.50049)  0.350
H (-42.07002, 25.02005, -2.45171)  0.341
H (-36.55904, 37.00446, -5.69510)  0.075
N (-40.44147, 35.75840, -6.47649)  -0.329
H (-39.64924, 36.75552, -8.14283)  0.230
H (-35.29835, 26.37854, -1.95893)  0.264
H (-34.89281, 33.99864, -5.37651)  0.001
H (-39.08426, 27.11665, -9.27469)  0.312
O (-33.44869, 33.11157, -3.53071)  -0.377
H (-44.82763, 31.68827, -10.09836)  0.284
H (-33.66370, 33.45976, -8.95651)  0.295
C (-45.79876, 31.66026, -9.60418)  -0.701
H (-43.64553, 24.68491, -6.00859)  0.477
C (-39.16723, 37.60996, -5.07756)  -0.541
H (-33.66254, 26.06208, -2.49975)  0.335
C (-36.32118, 27.17319, -8.69062)  -0.725
H (-35.23542, 25.59904, -7.68622)  0.350
Sn (-43.76638, 34.12242, -3.41466)  1.090
O (-45.97458, 30.66639, -8.59086)  -0.361
H (-45.06165, 30.01387, -2.98239)  0.385
H (-39.49355, 38.35440, -5.80378)  0.374
H (-39.33897, 34.23910, -9.05487)  0.080
C (-45.91036, 30.18483, -6.25891)  -0.613
H (-39.46315, 27.40719, -7.57455)  0.168
O (-43.99715, 24.36645, -3.92944)  -0.291
C (-36.84339, 37.95443, -5.24256)  -0.553
C (-39.18101, 28.36518, -1.20047)  -0.800
O (-34.98001, 34.44251, -10.02837)  -0.391
O (-40.41076, 31.79285, -3.66837)  -0.603
H (-33.08544, 31.66007, -4.87048)  0.263
H (-36.37107, 26.73313, -9.68659)  0.397
H (-41.59953, 23.83588, -4.71426)  0.404
H (-48.89433, 32.21195, -2.54570)  0.305
C (-34.55720, 34.04626, -8.74256)  -0.556
C (-45.40959, 24.23343, -3.99593)  -0.714
H (-40.41531, 34.76320, -6.64668)  0.232
H (-34.46579, 27.55226, -2.99097)  0.271
C (-35.55557, 33.21942, -7.89062)  -0.152
O (-37.94778, 37.86672, -4.37795)  -0.354
H (-34.25985, 34.83618, -8.05285)  0.327
H (-33.98185, 33.74588, -1.66078)  0.277
H (-35.87853, 32.07774, -6.33956)  0.315
O (-40.76747, 31.82244, -6.01834)  -0.475
N (-45.09032, 30.33013, -5.01078)  -0.065
H (-44.17697, 29.90201, -5.06191)  0.194
H (-43.55025, 26.08595, -5.11030)  0.218
H (-41.52682, 25.03698, -6.03174)  0.343
H (-34.59459, 25.09770, -5.73343)  0.229
H (-34.15333, 26.68652, -8.46369)  0.433
H (-40.05535, 33.54549, -10.42467)  0.323
H (-45.81440, 28.76631, -3.76765)  0.296
H (-41.31749, 26.51800, -0.95216)  0.359
H (-46.16350, 29.15012, -6.48994)  0.282
C (-34.61820, 26.48937, -2.80345)  -0.746
O (-46.97623, 31.90381, -3.26823)  -0.243
C (-47.07238, 30.47710, -3.41164)  -0.783
H (-36.38362, 28.23777, -8.91617)  0.385
H (-36.94979, 38.65294, -6.07254)  0.337
H (-40.29065, 24.76320, -2.50916)  0.227
C (-41.83348, 24.86124, -5.00063)  -0.991
N (-35.02584, 32.43719, -6.74429)  -0.317
H (-48.56768, 32.41217, -4.23832)  0.321
H (-46.89708, 30.64048, -6.17597)  0.282
H (-39.94709, 37.74574, -4.32823)  0.282
H (-44.92401, 31.83345, -7.13414)  0.356
C (-40.82926, 26.72406, -1.90468)  -0.701
H (-38.92359, 35.35481, -5.09078)  0.512
H (-40.78779, 33.14860, -8.93044)  0.213
H (-35.13577, 36.41818, -10.21729)  0.299
H (-46.00043, 25.14710, -4.06083)  0.230
C (-39.22328, 36.16219, -5.75891)  -0.237
C (-33.93112, 32.30903, -4.64296)  -0.548
C (-34.25344, 33.23001, -5.81071)  -0.037
H (-41.04617, 37.46901, -7.37327)  0.413
C (-41.66984, 35.91329, -8.62031)  -0.699
N (-41.05550, 25.77301, -4.20605)  -0.011
Na (-37.63148, 27.48794, -4.91406)  0.862
H (-47.91075, 30.11700, -4.00795)  0.438
H (-35.12402, 34.25174, -3.02250)  0.204
O (-37.47008, 26.94729, -7.90118)  -0.178
O (-40.89976, 29.78034, -4.83861)  -0.492
H (-33.02505, 27.04774, -6.49913)  0.377
C (-45.15952, 30.80784, -7.41831)  -0.413
C (-41.11416, 25.41941, -2.79074)  -0.441

=====

Record 4
Density functional theory data (wB97M-V/def2-TZVPD) for one molecule with the formula C3H8N2O in a non-equilibrium geometry.

Results
* Kohn-Sham gap: 10.45 eV
* strongest force on any atom: 1.67 eV Å⁻¹
* E: -303.8644 Eh
* structure (SMILES): NCCC(N)=O
* energy relative to the best compared isomer or geometry (same formula, charge and spin): 0.753 eV
* HOMO level: -9.63 eV
* LUMO energy: 0.82 eV

Each line ends with the natural charge from an NBO analysis.
CARTESIAN COORDINATES (ANGSTROEM)
C (-0.13374, 1.06750, -1.02519)  0.683
H (0.89368, -0.42033, 2.05291)  0.184
H (0.47972, 1.91162, 0.79979)  0.244
H (-1.07818, 1.10704, 0.85446)  0.221
H (1.65008, -0.18302, 0.49648)  0.192
H (-0.82701, -0.89854, -1.37820)  0.410
N (-0.90870, 0.07213, -1.62904)  -0.855
H (-0.85674, -1.71433, 0.96568)  0.352
N (0.07399, -1.59530, 0.57005)  -0.844
O (0.29780, 1.97883, -1.68737)  -0.595
C (0.66549, -0.29538, 0.97519)  -0.220
H (0.60536, -2.24355, 1.15359)  0.359
C (-0.02620, 1.00469, 0.48200)  -0.515
H (-0.83557, 0.20864, -2.63034)  0.385

=====

Record 5
Density functional theory data (wB97M-V/def2-TZVPD) for an isolated ion of composition C5H10FN2 and charge +1 in a non-equilibrium geometry.

Results
* Kohn-Sham gap: 11.06 eV
* strongest force on any atom: 5.16 eV Å⁻¹
* E: -405.5824 Eh
* structure (SMILES): C=NC[C@@H](F)CC=[NH2+]
* energy relative to the best compared isomer or geometry (same formula, charge and spin): 2.140 eV
* HOMO level: -14.57 eV
* LUMO energy: -3.51 eV
* net charge: +1

Each line ends with the natural charge from an NBO analysis.
CARTESIAN COORDINATES (ANGSTROEM)
H (0.75678, -2.73454, 0.08527)  0.431
H (-0.95910, 2.20188, -1.35898)  0.219
H (-1.33930, -0.39779, -1.51271)  0.232
H (1.51306, -0.60526, 2.14824)  0.186
H (-0.86876, -2.50490, -0.72705)  0.433
N (0.12133, -2.12217, -0.49349)  -0.747
C (-0.40974, 0.06168, -1.56578)  -0.513
H (1.58888, -0.69354, -0.69066)  0.239
N (0.33884, 0.27148, 0.95531)  -0.330
H (0.07112, 2.25964, 0.85398)  0.238
C (0.48750, -0.85972, -0.73224)  0.276
C (-0.29220, 1.39160, -0.96383)  0.201
H (-1.51899, 1.19835, 0.68401)  0.247
H (0.98996, 1.08859, 2.62774)  0.192
C (0.99446, 0.26186, 1.95821)  0.062
F (0.94396, 1.87304, -1.43871)  -0.368
C (-0.39766, 1.37732, 0.52418)  -0.300
H (-0.03449, 0.29572, -2.59567)  0.300

=====

Record 6
Density functional theory data (wB97M-V/def2-TZVPD) for one molecule with the formula C20H22FN3O5S in a non-equilibrium geometry.

Results
* Kohn-Sham gap: 7.91 eV
* strongest force on any atom: 1.02 eV Å⁻¹
* E: -1813.8698 Eh
* structure (SMILES): CNC(=O)COC(=O)c1cccc(S(=O)(=O)N2CCN(c3ccc(F)cc3)CC2)c1
* energy relative to the best compared isomer or geometry (same formula, charge and spin): 0.815 eV
* HOMO level: -8.10 eV
* LUMO energy: -0.20 eV

Each line ends with the natural charge from an NBO analysis.
CARTESIAN COORDINATES (ANGSTROEM)
H (-5.60169, -0.58197, -0.02136)  0.237
H (-4.96494, -1.14788, -1.58281)  0.196
H (-1.79328, -4.01809, -1.42950)  0.230
H (-1.21909, -2.64338, 2.56233)  0.230
H (3.93593, -0.13363, 1.52362)  0.239
S (3.56966, 1.75154, -0.38431)  2.325
C (-4.70301, -0.69857, -0.62413)  -0.426
H (-4.44964, 3.86449, -0.26482)  0.223
C (-1.63705, -3.33575, 0.58820)  0.361
C (1.03473, -2.77959, 0.01347)  0.241
O (4.63867, 2.01770, 0.52917)  -0.936
N (-4.13088, 0.61184, -0.82425)  -0.615
H (2.96551, 2.70632, 2.22665)  0.249
C (-1.58569, 2.46547, -0.54760)  0.796
C (0.50432, -2.55451, 1.28913)  -0.275
H (0.55435, -3.57041, -1.93307)  0.214
C (0.83016, 3.03365, 2.30066)  -0.215
F (-2.94253, -3.57679, 0.85820)  -0.331
C (-3.88586, 3.00659, -0.63318)  -0.165
C (-4.67029, 1.72096, -0.29632)  0.639
H (1.42737, -0.21676, -1.21701)  0.185
H (-3.73628, 3.07563, -1.71612)  0.210
H (2.17192, -0.26287, 1.26721)  0.182
N (2.37173, -2.55142, -0.30217)  -0.454
C (2.48474, -0.41141, -1.46065)  -0.260
C (2.68184, -1.92745, -1.57539)  -0.205
H (1.11525, -2.15445, 2.08150)  0.211
H (3.10509, -2.54694, 1.65723)  0.216
C (3.16268, -0.52218, 0.86042)  -0.261
H (-4.00198, -1.35143, -0.10353)  0.205
C (0.17915, -3.32939, -0.95188)  -0.261
O (-1.64815, 1.85515, -1.59290)  -0.621
H (-3.29673, 0.68498, -1.39268)  0.423
C (3.27935, -2.04536, 0.70603)  -0.222
C (2.03851, 2.33969, 0.35478)  -0.267
H (2.74737, 0.10080, -2.38560)  0.244
C (0.87447, 2.30432, -0.38295)  -0.172
H (2.05008, -2.31776, -2.36922)  0.213
H (4.29367, -2.28437, 0.37434)  0.211
N (3.36164, 0.09620, -0.43088)  -0.670
C (-0.33526, 2.60907, 0.23887)  -0.169
O (3.66789, 2.20759, -1.73557)  -0.929
C (-0.35198, 2.97920, 1.58197)  -0.138
O (-2.62496, 3.05864, 0.03099)  -0.485
H (0.89645, 2.06118, -1.43344)  0.254
H (-1.29366, 3.21372, 2.05306)  0.238
C (-1.14466, -3.59934, -0.67645)  -0.260
H (0.81639, 3.32617, 3.33929)  0.226
C (2.02885, 2.69414, 1.69163)  -0.194
H (3.72533, -2.14388, -1.81590)  0.207
O (-5.67587, 1.74973, 0.37722)  -0.614
C (-0.81963, -2.82916, 1.57774)  -0.263

=====

Kohn-Sham gap of number 1 (C2H4N4)? 8.01 eV

=====

Which of these has the highest LUMO energy? C3H8N2O

=====

HOMO level of number 3 (C30H75N5NaO14SSn)? -10.00 eV

=====

Number 3 is which compound? C30H75N5NaO14SSn